# 1
# C26H64As3N6SbV

A structure of composition C26H64As3N6SbV (ωB97M-V/def2-TZVPD, OMol25).

Element x y z (Å)
V (0.52862, 0.04347, 0.01271)
N (-1.50408, -0.75288, 0.20736)
C (-1.65373, -1.71096, -0.90533)
C (-1.33822, -1.02231, -2.21970)
N (-0.03042, -0.28878, -2.22552)
C (-0.24821, 1.08716, -2.75015)
C (-0.97690, 1.98006, -1.76937)
N (-0.18759, 2.06823, -0.52471)
C (0.90422, -0.95731, -3.17466)
C (1.52909, -2.25716, -2.68333)
N (2.83906, -1.99509, -2.06982)
H (-1.63176, -1.22622, 1.09767)
H (-2.22238, -0.03053, 0.19471)
H (-2.65872, -2.13522, -0.95940)
H (-0.95717, -2.52901, -0.72697)
H (-2.13864, -0.31638, -2.44803)
H (-1.35276, -1.76473, -3.01991)
H (-0.78317, 1.05304, -3.70534)
H (0.73453, 1.52117, -2.94675)
H (-1.95808, 1.57770, -1.51230)
H (-1.14742, 2.95763, -2.22394)
H (-0.77771, 2.41003, 0.22645)
H (0.55790, 2.75018, -0.63370)
H (1.71001, -0.25792, -3.39703)
H (0.36715, -1.12848, -4.11345)
H (1.59862, -2.95018, -3.52607)
H (0.88583, -2.72842, -1.94009)
H (3.51693, -1.82066, -2.80641)
H (3.16763, -2.83181, -1.59955)
C (-3.24716, 3.78586, 0.86282)
As (-2.80181, 2.22407, 1.97073)
C (-4.52098, 2.12545, 2.89142)
C (-1.70508, 3.25316, 3.25440)
C (-1.01117, 2.53414, 4.43042)
C (-0.71380, 3.62035, 5.47760)
C (0.35473, 1.92935, 4.04658)
As (0.62375, 0.49106, 2.72958)
C (2.48822, 0.16760, 3.22230)
C (-0.16243, -1.07573, 3.60611)
C (-1.97252, 1.48796, 5.01200)
As (-1.70032, 0.37764, 6.65438)
C (-2.29964, 1.67729, 7.98977)
C (0.21320, 0.46079, 7.11087)
H (-3.67976, 4.57072, 1.48308)
H (-3.97176, 3.50338, 0.09999)
H (-2.36310, 4.19344, 0.37128)
H (-4.69612, 3.03510, 3.46570)
H (-4.56331, 1.26240, 3.55098)
H (-5.30208, 2.02683, 2.13823)
H (-2.38357, 4.00994, 3.65690)
H (-0.96215, 3.79597, 2.65836)
H (-0.13980, 4.43659, 5.03390)
H (-0.14126, 3.22392, 6.31653)
H (-1.64352, 4.03661, 5.86912)
H (0.81786, 1.52653, 4.94414)
H (1.01407, 2.73173, 3.69758)
H (2.56846, -0.01528, 4.29401)
H (3.09600, 1.03632, 2.96913)
H (2.86594, -0.69878, 2.67829)
H (0.36584, -1.28104, 4.53549)
H (-0.06751, -1.94208, 2.95171)
H (-1.21356, -0.92050, 3.83941)
H (-2.22212, 0.76532, 4.22886)
H (-2.91611, 1.99200, 5.24636)
H (-3.32995, 1.96196, 7.78080)
H (-1.67498, 2.56831, 8.01956)
H (-2.27620, 1.19358, 8.96530)
H (0.81486, -0.13409, 6.42662)
H (0.29105, -0.00052, 8.09609)
H (0.61698, 1.46997, 7.17826)
N (1.22114, -1.84444, 0.59814)
C (1.76066, -2.75799, 1.07084)
N (2.36521, -3.77689, 1.59737)
C (1.62276, -4.81026, 2.35008)
C (1.97863, -4.73825, 3.83828)
C (3.41369, -4.22479, 4.04074)
C (4.29594, -4.60897, 2.85657)
C (3.84777, -3.84755, 1.61125)
H (1.89117, -5.77586, 1.92162)
H (0.55884, -4.66209, 2.17500)
H (1.87064, -5.73855, 4.25947)
H (1.27089, -4.09602, 4.36446)
H (3.82401, -4.61678, 4.96956)
H (3.41096, -3.13424, 4.13822)
H (4.24571, -5.68582, 2.68206)
H (5.34266, -4.37288, 3.04458)
H (4.20128, -4.32735, 0.69623)
H (4.22717, -2.82444, 1.63640)
C (3.51835, 2.78892, 0.53938)
Sb (3.14735, 0.89461, -0.39291)
C (4.89232, -0.14425, 0.23246)
C (3.78512, 1.48530, -2.34109)
H (4.58378, 2.93359, 0.71276)
H (2.99191, 2.86220, 1.49048)
H (3.17119, 3.59091, -0.11354)
H (5.77021, 0.38460, -0.13486)
H (4.88537, -1.15578, -0.16782)
H (4.93406, -0.18090, 1.32055)
H (4.79800, 1.88108, -2.27858)
H (3.13429, 2.27174, -2.72391)
H (3.77741, 0.64719, -3.03341)

Forces on the atoms, in the same order (eV/Å):
V -0.350 0.273 -0.046
N 0.026 -0.019 -0.024
C -0.006 0.020 -0.006
C -0.003 -0.013 -0.005
N -0.047 -0.003 0.079
C 0.015 0.004 0.004
C -0.007 -0.024 -0.013
N -0.020 -0.031 -0.019
C 0.005 -0.020 -0.011
C 0.011 0.022 0.008
N -0.013 -0.006 -0.010
H 0.015 -0.003 -0.002
H -0.014 -0.018 0.007
H -0.011 0.003 0.008
H 0.003 -0.010 0.017
H -0.001 0.004 0.000
H 0.006 0.013 -0.010
H -0.006 -0.005 -0.003
H 0.009 -0.003 -0.010
H -0.004 0.006 -0.001
H 0.010 0.008 0.001
H -0.059 0.040 0.106
H -0.005 -0.003 0.000
H 0.005 0.022 0.026
H 0.006 0.012 -0.004
H -0.015 -0.007 -0.010
H 0.012 -0.005 0.017
H 0.001 -0.004 0.015
H -0.006 0.007 0.006
C 0.008 -0.018 0.009
As 0.048 0.064 -0.075
C 0.009 -0.024 0.013
C 0.038 -0.035 -0.018
C 0.015 -0.055 0.050
C 0.042 -0.043 0.016
C -0.102 0.134 -0.098
As -0.004 -0.158 -0.043
C -0.010 -0.031 0.001
C -0.014 0.033 0.008
C -0.016 -0.006 -0.011
As 0.011 0.026 -0.022
C 0.008 -0.006 0.016
C -0.019 0.028 0.051
H -0.003 -0.008 0.011
H 0.002 -0.006 0.005
H 0.028 -0.017 -0.015
H 0.006 0.001 -0.003
H -0.005 0.003 0.006
H 0.005 0.000 -0.002
H -0.004 0.006 0.003
H 0.002 0.001 0.007
H 0.004 -0.001 0.004
H -0.027 0.031 -0.029
H 0.006 -0.006 -0.009
H 0.033 0.009 0.055
H -0.034 0.012 -0.023
H -0.003 0.002 0.002
H 0.003 -0.008 0.004
H -0.009 0.005 0.008
H -0.006 0.006 0.040
H 0.024 0.026 -0.003
H 0.021 -0.033 -0.055
H -0.005 0.033 0.028
H 0.012 0.008 -0.005
H -0.006 -0.006 -0.003
H -0.006 -0.010 -0.008
H 0.004 0.011 0.006
H 0.035 -0.026 -0.019
H 0.001 0.003 -0.003
H -0.012 -0.025 -0.005
N 0.186 -0.248 0.024
C -0.067 -0.075 0.048
N 0.027 0.006 -0.044
C 0.005 0.025 0.044
C 0.005 0.010 -0.002
C 0.003 -0.002 -0.008
C -0.009 0.003 0.012
C -0.005 -0.019 0.016
H 0.013 0.005 -0.011
H -0.003 -0.005 -0.019
H -0.005 0.001 0.000
H 0.001 0.000 -0.001
H -0.001 -0.001 -0.001
H -0.002 -0.001 0.004
H 0.001 0.000 0.001
H 0.003 -0.001 -0.002
H -0.013 -0.002 -0.004
H -0.010 0.001 0.000
C 0.027 -0.002 0.004
Sb 0.225 0.128 -0.129
C -0.023 -0.016 0.056
C 0.032 0.024 0.014
H -0.001 -0.010 -0.009
H 0.010 0.017 0.003
H -0.010 -0.008 0.002
H -0.008 0.003 -0.005
H -0.010 0.006 -0.020
H -0.004 0.000 -0.010
H -0.008 0.002 0.014
H -0.003 -0.010 -0.005
H 0.005 -0.010 0.013

Properties
Net charge ... +2
Spin multiplicity ... 4
E ... -9248.7139 a.u.
LUMO (alpha / beta) ... -4.09 / -4.15 eV
Frontier orbital gap (alpha / beta) ... 8.4669 / 8.4135 eV

# 2
# C3H10N2S

A cluster of 2 separate species, C3H10N2S in total (ωB97M-V/def2-TZVPD, OMol25).

Element x y z (Å)
C (0.67457, 2.00077, -2.06663)
S (-0.19943, 0.80679, -3.04971)
C (0.16157, -0.67912, -2.03878)
H (1.54185, 1.60081, -1.53527)
H (1.00364, 2.86436, -2.65310)
H (0.05586, 2.43703, -1.26814)
H (1.23381, -0.76539, -1.96834)
H (-0.17032, -1.55715, -2.58261)
H (-0.35209, -0.50266, -1.10998)
N (-1.54705, -0.98830, 2.87848)
C (-0.31956, -0.72357, 2.37538)
N (0.70745, -1.35834, 2.73716)
H (-2.38015, -0.48091, 2.62915)
H (-1.68445, -1.77961, 3.48190)
H (-0.33716, 0.08037, 1.63387)
H (1.61147, -0.95507, 2.53662)

Forces on the atoms, in the same order (eV/Å):
C 0.131 1.111 1.113
S 0.094 -0.609 -0.385
C -0.117 0.852 -0.977
H 0.068 -0.230 -0.413
H -0.026 -0.360 -0.208
H -0.127 -0.236 -0.208
H 0.321 0.028 0.454
H -0.418 -0.007 0.130
H 0.074 -0.559 0.510
N -0.907 -0.330 0.049
C 0.176 0.600 -0.331
N 0.239 -0.516 1.034
H 0.374 -0.020 -0.266
H 0.255 -0.029 0.116
H 0.087 0.262 0.151
H -0.224 0.043 -0.769

Properties
Net charge ... 0
Spin multiplicity ... 1
E ... -627.9732 a.u.
LUMO ... 0.79 eV
Frontier orbital gap ... 9.3290 eV

The ΔE to the lowest compared entry with this formula, charge and spin results, record by record, are as follows: 4.1, 13.4 kcal/mol.